# 1
Molecular formula: C4H8N2
Method: DFT, the ωB97M-V functional and the def2-TZVPD basis

Cartesian coordinates (Å):
C (-1.09, 0.57, 1.34)
N (0.04, -0.03, 2.08)
C (0.25, 0.49, 0.75)
C (-0.33, 0.33, -1.50)
C (1.00, -0.22, -1.72)
N (0.44, -0.44, -0.36)
H (-1.48, 1.51, 1.74)
H (-1.86, -0.07, 0.92)
H (-0.03, -1.04, 2.06)
H (0.86, 1.38, 0.62)
H (-1.12, -0.37, -1.78)
H (1.90, 0.41, -1.77)
H (1.15, -1.18, -2.24)
H (0.26, -1.43, -0.16)

The electronic energy is -7252.5758 eV. For the relative energy (zero: lowest compared OMol25 entry of this formula, charge and spin), the calculation gives 5.300 eV. As for the spin multiplicity: 1. The value obtained for the largest force on an atom is 0.80 eV Å⁻¹.

Löwdin atomic charge list, values in e, 6 entries: atom 1 (C): -0.1248, atom 2 (N): 0.0347, atom 3 (C): -0.3539, atom 4 (C): -0.1092, atom 5 (C): -0.1829, atom 6 (N): -0.0921

=====

# 2
Molecular formula: C4H8N2
Method: DFT, the ωB97M-V functional and the def2-TZVPD basis

Cartesian coordinates (Å):
C (1.71, 1.00, -0.19)
C (0.33, 0.67, 0.27)
N (-0.42, -0.10, -0.41)
C (-1.76, -0.39, 0.05)
C (-2.14, 0.13, 1.38)
N (-2.38, 0.56, 2.43)
H (2.45, 0.67, 0.55)
H (1.92, 0.51, -1.15)
H (1.17, -2.87, -1.04)
H (0.00, 1.13, 1.21)
H (1.82, 2.08, -0.30)
H (0.79, -2.23, -0.99)
H (-1.90, -1.48, 0.06)
H (-2.47, 0.00, -0.69)

Its SMILES is C/C=N/CC#N.[H][H]. The electronic energy is -7256.1646 eV. For the relative energy (zero: lowest compared OMol25 entry of this formula, charge and spin), the calculation gives 1.711 eV. As for the spin multiplicity: 1. The value obtained for the largest force on an atom is 1.10 eV Å⁻¹.

Löwdin atomic charge list, values in e, 6 entries: atom 1 (C): -0.0735, atom 2 (C): -0.2284, atom 3 (N): 0.0047, atom 4 (C): -0.2194, atom 5 (C): -0.2233, atom 6 (N): 0.1454

=====

# 3
Molecular formula: C4H8N2
Method: DFT, the ωB97M-V functional and the def2-TZVPD basis

Cartesian coordinates (Å):
C (-0.58, -0.78, 1.78)
N (-0.77, 0.66, 1.62)
C (-0.76, -0.19, 0.43)
C (0.42, -0.14, -0.50)
C (0.26, 0.21, -1.93)
N (0.81, 1.19, -0.99)
H (-1.40, -1.30, 2.27)
H (0.41, -1.16, 2.03)
H (0.11, 1.17, 1.68)
H (-1.74, -0.27, -0.05)
H (1.23, -0.83, -0.26)
H (-0.73, 0.45, -2.31)
H (0.93, -0.26, -2.65)
H (1.82, 1.24, -1.09)

Its SMILES is C1N[C@H]1[C@H]1CN1. The electronic energy is -7255.6049 eV. For the relative energy (zero: lowest compared OMol25 entry of this formula, charge and spin), the calculation gives 2.270 eV. As for the spin multiplicity: 1. The value obtained for the largest force on an atom is 0.30 eV Å⁻¹.

Löwdin atomic charge list, values in e, 6 entries: atom 1 (C): -0.1564, atom 2 (N): 0.0243, atom 3 (C): -0.2963, atom 4 (C): -0.2961, atom 5 (C): -0.1501, atom 6 (N): 0.0203

=====

# 4
Molecular formula: C4H8N2
Method: DFT, the ωB97M-V functional and the def2-TZVPD basis

Cartesian coordinates (Å):
C (-1.51, -0.87, 0.29)
C (-0.01, 1.03, -0.15)
C (1.27, 0.28, 0.24)
C (1.69, -0.84, -0.36)
H (-1.93, -0.46, 1.25)
H (-0.70, -1.53, 0.63)
H (-2.17, -1.58, -0.24)
H (-1.85, 0.70, -0.89)
H (0.74, 2.67, 0.19)
H (1.92, 0.82, 1.00)
H (2.61, -1.39, -0.06)
H (1.12, -1.25, -1.18)
N (-1.00, 0.14, -0.63)
N (-0.19, 2.29, -0.09)

Its SMILES is [H]/N=C(\C=C)NC. The electronic energy is -7256.7073 eV. For the relative energy (zero: lowest compared OMol25 entry of this formula, charge and spin), the calculation gives 1.168 eV. As for the spin multiplicity: 1. The value obtained for the largest force on an atom is 2.01 eV Å⁻¹.

Löwdin atomic charge list, values in e, 6 entries: atom 1 (C): -0.1311, atom 2 (C): -0.4728, atom 3 (C): -0.1212, atom 4 (C): 0.0039, atom 5 (H): 0.0971, atom 6 (H): 0.0563

=====

# 5
Molecular formula: C4H8N2O
Method: DFT, the ωB97M-V functional and the def2-TZVPD basis

Cartesian coordinates (Å):
C (-1.57, -1.14, 0.77)
C (-0.57, -1.45, -0.32)
C (1.09, 1.62, -0.88)
C (1.84, 0.80, 0.05)
H (-1.61, 0.57, 0.82)
H (-0.84, -1.16, 1.75)
H (-2.40, -1.99, 0.71)
H (-0.72, -2.20, -1.05)
H (0.87, 1.04, -1.96)
H (0.84, 2.68, -0.52)
H (2.28, -0.15, -0.28)
H (2.28, 1.46, 0.91)
N (0.40, -0.68, -0.72)
N (0.38, 0.60, 0.09)
O (-2.27, 0.00, 0.64)

Its SMILES is OC/C=N\N1CC1. The electronic energy is -9300.3695 eV. For the relative energy (zero: lowest compared OMol25 entry of this formula, charge and spin), the calculation gives 6.024 eV. As for the spin multiplicity: 1. The value obtained for the largest force on an atom is 4.98 eV Å⁻¹.

Löwdin atomic charge list, values in e, 6 entries: atom 1 (C): -0.3197, atom 2 (C): -0.1191, atom 3 (C): -0.1144, atom 4 (C): -0.2372, atom 5 (H): 0.0029, atom 6 (H): 0.1664

=====

# 6
Molecular formula: C4H8N2O
Method: DFT, the ωB97M-V functional and the def2-TZVPD basis

Cartesian coordinates (Å):
N (1.22, -0.79, -1.23)
C (0.40, -0.61, -0.06)
O (0.49, -1.77, 0.74)
C (0.63, 0.73, 0.67)
N (-0.79, 1.14, 0.56)
C (-1.10, -0.13, -0.15)
C (-1.14, 1.14, -0.86)
H (1.62, -1.72, -1.28)
H (1.96, -0.10, -1.29)
H (0.91, 0.57, 1.71)
H (1.33, 1.45, 0.21)
H (-0.40, -1.99, 1.03)
H (-2.00, -0.68, 0.14)
H (-0.38, 1.28, -1.63)
H (-2.10, 1.62, -1.06)

Its SMILES is N[C@@]1(O)CN2C[C@H]21. The electronic energy is -9303.2108 eV. For the relative energy (zero: lowest compared OMol25 entry of this formula, charge and spin), the calculation gives 3.182 eV. As for the spin multiplicity: 1. The value obtained for the largest force on an atom is 0.50 eV Å⁻¹.

Löwdin atomic charge list, values in e, 6 entries: atom 1 (N): 0.1109, atom 2 (C): -0.5386, atom 3 (O): 0.0143, atom 4 (C): -0.1021, atom 5 (N): -0.0228, atom 6 (C): -0.1775

=====

# 7
Molecular formula: C4H8N2O
Method: DFT, the ωB97M-V functional and the def2-TZVPD basis

Cartesian coordinates (Å):
C (-1.81, 1.06, 0.47)
N (-0.36, 1.10, 0.39)
C (0.19, 0.18, -0.57)
C (1.70, 0.00, -0.36)
O (1.52, -1.06, 0.57)
C (0.17, -1.28, -0.16)
N (-0.03, -2.48, -0.40)
H (-2.22, 0.07, 0.72)
H (-2.14, 1.78, 1.23)
H (-2.23, 1.38, -0.49)
H (0.05, 0.88, 1.30)
H (-0.17, 0.40, -1.58)
H (2.18, 0.87, 0.08)
H (2.22, -0.33, -1.27)
H (0.93, -2.56, 0.07)

The electronic energy is -9302.3854 eV. For the relative energy (zero: lowest compared OMol25 entry of this formula, charge and spin), the calculation gives 4.008 eV. As for the spin multiplicity: 1. The value obtained for the largest force on an atom is 2.98 eV Å⁻¹.

Löwdin atomic charge list, values in e, 6 entries: atom 1 (C): -0.1208, atom 2 (N): -0.0871, atom 3 (C): -0.2581, atom 4 (C): -0.1610, atom 5 (O): -0.1104, atom 6 (C): -0.3089

=====

# 8
Molecular formula: C4H8N2O
Method: DFT, the ωB97M-V functional and the def2-TZVPD basis

Cartesian coordinates (Å):
C (-0.63, -1.07, 0.63)
C (-0.03, 0.43, -0.55)
C (-1.13, 0.93, -1.43)
N (-0.44, 1.72, -0.41)
C (1.04, -0.49, -0.13)
O (1.49, -1.44, -0.77)
N (1.62, 0.10, 1.06)
H (-1.15, -0.46, 1.35)
H (-1.25, -1.56, -0.11)
H (-0.09, -1.88, 1.16)
H (-0.96, 1.26, -2.46)
H (-2.09, 0.45, -1.23)
H (-0.69, 2.25, 0.41)
H (1.78, -0.60, 1.77)
H (2.54, 0.37, 0.73)

The electronic energy is -9301.0691 eV. For the relative energy (zero: lowest compared OMol25 entry of this formula, charge and spin), the calculation gives 5.324 eV. As for the spin multiplicity: 1. The value obtained for the largest force on an atom is 1.29 eV Å⁻¹.

Löwdin atomic charge list, values in e, 6 entries: atom 1 (C): 0.0307, atom 2 (C): -0.2023, atom 3 (C): -0.0488, atom 4 (N): 0.0923, atom 5 (C): -0.6691, atom 6 (O): -0.0117

=====

# 9
Molecular formula: C4H8N2O
Method: DFT, the ωB97M-V functional and the def2-TZVPD basis

Cartesian coordinates (Å):
C (1.98, 0.56, 0.29)
C (0.79, -0.06, -0.40)
C (0.26, -1.28, 0.24)
N (-0.45, 0.01, 0.53)
C (-1.75, 0.34, -0.04)
O (-2.65, 0.67, 0.70)
N (-1.73, 0.22, -1.37)
H (2.12, 0.24, 1.34)
H (2.89, 0.29, -0.25)
H (1.92, 1.66, 0.28)
H (-0.35, -1.98, -0.33)
H (0.68, -1.70, 1.15)
H (-0.40, 0.30, 1.50)
H (-0.77, 0.18, -1.76)
H (-2.52, 0.54, -1.90)

The electronic energy is -9303.0916 eV. For the relative energy (zero: lowest compared OMol25 entry of this formula, charge and spin), the calculation gives 3.302 eV. As for the spin multiplicity: 1. The value obtained for the largest force on an atom is 0.44 eV Å⁻¹.

Löwdin atomic charge list, values in e, 6 entries: atom 1 (C): -0.1336, atom 2 (C): -0.2568, atom 3 (C): -0.1074, atom 4 (N): -0.0087, atom 5 (C): -0.5438, atom 6 (O): 0.0785

=====

# 10
Molecular formula: C4H8N2O
Method: DFT, the ωB97M-V functional and the def2-TZVPD basis

Cartesian coordinates (Å):
C (1.12, 1.43, -0.44)
C (0.29, 0.36, 0.26)
O (-0.03, 0.85, 1.54)
C (-0.96, -0.14, -0.49)
N (-1.28, -1.48, 0.02)
C (1.13, -0.87, 0.41)
N (1.64, -1.90, 0.59)
H (2.05, 1.56, 0.12)
H (0.59, 2.38, -0.45)
H (1.37, 1.13, -1.46)
H (-0.68, 0.23, 1.93)
H (-0.78, -0.09, -1.58)
H (-1.79, 0.56, -0.28)
H (-0.42, -1.99, 0.29)
H (-1.71, -2.04, -0.70)

Its SMILES is C[C@](O)(C#N)CN. The electronic energy is -9304.6091 eV. For the relative energy (zero: lowest compared OMol25 entry of this formula, charge and spin), the calculation gives 1.784 eV. As for the spin multiplicity: 1. The value obtained for the largest force on an atom is 1.30 eV Å⁻¹.

Löwdin atomic charge list, values in e, 6 entries: atom 1 (C): -0.0127, atom 2 (C): -0.5656, atom 3 (O): 0.0105, atom 4 (C): -0.1971, atom 5 (N): -0.0031, atom 6 (C): -0.1609

=====

# 11
Molecular formula: C4H8N2O
Method: DFT, the ωB97M-V functional and the def2-TZVPD basis

Cartesian coordinates (Å):
C (-0.57, -1.77, 0.44)
C (1.79, 0.69, -0.49)
C (-1.06, 0.50, -0.12)
C (-0.17, 1.10, 0.85)
O (-1.84, 1.32, -0.83)
N (-0.88, -0.73, -0.53)
N (1.11, 0.76, 0.79)
H (-2.36, 0.78, -1.44)
H (-0.59, 1.56, 1.75)
H (0.38, -2.24, 0.15)
H (-0.52, -1.44, 1.48)
H (-1.34, -2.55, 0.37)
H (2.65, 1.37, -0.45)
H (1.19, 0.97, -1.36)
H (2.20, -0.32, -0.62)

Its SMILES is C/N=C\C(O)=N/C. The electronic energy is -9303.1228 eV. For the relative energy (zero: lowest compared OMol25 entry of this formula, charge and spin), the calculation gives 3.270 eV. As for the spin multiplicity: 1. The value obtained for the largest force on an atom is 3.83 eV Å⁻¹.

Löwdin atomic charge list, values in e, 6 entries: atom 1 (C): -0.1422, atom 2 (C): -0.1326, atom 3 (C): -0.4519, atom 4 (C): -0.0913, atom 5 (O): 0.0804, atom 6 (N): 0.0356

=====

# 12
Molecular formula: C4H8N2O
Method: DFT, the ωB97M-V functional and the def2-TZVPD basis

Cartesian coordinates (Å):
N (1.26, 0.66, 1.22)
C (0.64, -0.68, -0.65)
C (-0.41, 0.02, -1.05)
C (-1.73, -0.12, -0.33)
O (-1.54, -0.01, 1.08)
C (1.95, -0.56, -1.23)
N (2.99, -0.48, -1.72)
H (0.53, 0.37, 1.86)
H (2.11, 0.93, 1.68)
H (0.57, -1.39, 0.16)
H (-0.34, 0.68, -1.91)
H (0.87, 1.41, 0.66)
H (-2.13, -1.11, -0.57)
H (-2.44, 0.64, -0.69)
H (-2.33, -0.37, 1.51)

Its SMILES is N#C/C=C/CO.N. The electronic energy is -9303.7146 eV. For the relative energy (zero: lowest compared OMol25 entry of this formula, charge and spin), the calculation gives 2.679 eV. As for the spin multiplicity: 1. The value obtained for the largest force on an atom is 1.08 eV Å⁻¹.

Löwdin atomic charge list, values in e, 6 entries: atom 1 (N): 0.0413, atom 2 (C): -0.1744, atom 3 (C): -0.1026, atom 4 (C): -0.2505, atom 5 (O): -0.0854, atom 6 (C): -0.2303

=====

Which Kohn-Sham gap belongs to each record? In order, 8.17, 11.50, 10.45, 10.26, 10.45, 10.21, 10.47, 9.38, 8.81, 10.67, 9.28, 9.43 eV.